Record 1
Molecular formula: CHN5O4
Method: DFT, the ωB97M-V functional and the def2-TZVPD basis

```
11
Properties=species:S:1:pos:R:3:forces:R:3
C -1.184784 -2.702938 1.290836 -0.353 -0.497 0.344
N 2.004899 -0.228952 -0.134990 0.338 -4.457 0.700
N 1.510099 1.913851 -0.589000 -2.035 2.783 -0.027
N 1.360022 0.726439 -0.377411 -2.887 1.730 -0.755
N 0.212515 2.633616 -0.553617 2.853 -0.123 -0.129
N -0.711057 1.771952 -0.599618 -0.042 -0.995 -0.676
O -0.548862 -2.462371 2.191354 2.453 1.273 2.829
O -1.860983 -3.038757 0.453346 -2.123 -0.757 -3.188
O -1.870076 1.977170 -0.873864 -0.219 0.234 0.452
O -0.312429 0.496503 -0.456974 0.512 -0.365 0.274
H 1.400655 -1.086514 -0.350062 1.503 1.174 0.176
```
Forces are in eV/Å.

Calculated values
- LUMO energy: -1.167 eV
- Largest force on an atom: 4.5 eV Å⁻¹
- Gap between HOMO and LUMO: 8.89 eV
- ΔE to the lowest compared entry with this formula, charge and spin: 0.000 eV

Mulliken population analysis, charges in e, atoms 1 to 2:
1. C 0.645
2. N -0.807


Record 2
Molecular formula: C18H28BrMgO6
Method: DFT, the ωB97M-V functional and the def2-TZVPD basis

```
54
Properties=species:S:1:pos:R:3:forces:R:3
Mg 0.233858 -0.155790 0.272604 0.288 -0.274 0.364
C 0.706162 -2.097203 -1.846367 0.168 0.257 -0.223
C 0.048581 -0.934821 -2.588974 -0.057 -0.324 -0.027
O 0.082726 0.174577 -1.701553 -0.211 0.080 -0.466
C -0.170349 1.451239 -2.273819 -0.061 0.237 -0.036
C -0.088670 2.516172 -1.154335 -0.015 0.007 -0.181
O 0.184047 1.842711 0.059980 -0.207 0.597 -0.190
C 0.434647 2.638112 1.204753 -0.015 0.023 0.269
C 0.366707 1.674814 2.407966 0.204 0.193 -0.099
O -0.465326 0.539768 2.122095 -0.112 -0.112 0.098
C -1.847057 0.664302 2.469358 -0.300 0.164 -0.068
C -2.622044 1.596836 1.551196 0.131 -0.038 0.081
O -2.682300 1.103751 0.224458 0.130 -0.034 -0.103
C -3.780381 0.242081 -0.031414 -0.009 -0.174 -0.023
C -3.316775 -1.029010 -0.707627 -0.077 0.193 0.058
O -2.269618 -1.602185 0.055410 0.086 0.051 0.042
C -1.936275 -2.918264 -0.359722 0.153 -0.031 -0.008
C -0.487551 -3.137653 0.024351 -0.407 -0.021 -0.011
O 0.307545 -2.071049 -0.475997 -0.128 -0.449 -0.025
H 1.789758 -1.970151 -1.861725 -0.026 -0.019 0.081
H 0.447385 -3.045117 -2.318897 -0.024 -0.029 0.054
H -0.988721 -1.163066 -2.858828 0.004 0.089 0.021
H 0.607695 -0.716609 -3.501633 0.014 0.033 0.015
H -1.161374 1.462731 -2.735521 0.009 -0.062 0.031
H 0.573481 1.653860 -3.047398 0.013 -0.062 0.020
H -1.038593 3.051689 -1.075263 0.021 -0.013 0.054
H 0.703016 3.237180 -1.369626 0.038 -0.042 0.039
H -0.299728 3.445589 1.271394 -0.020 -0.045 -0.059
H 1.432187 3.082401 1.154334 0.000 -0.025 -0.062
H 0.010340 2.190238 3.300585 -0.046 -0.041 -0.004
H 1.359600 1.271148 2.594779 -0.058 -0.049 0.005
H -1.937751 1.010821 3.501906 0.089 -0.037 0.021
H -2.263133 -0.340248 2.390508 0.050 -0.014 0.073
H -2.148977 2.576650 1.501983 -0.061 0.010 0.037
H -3.624633 1.737700 1.964828 -0.014 0.022 -0.006
H -4.488768 0.749790 -0.691198 -0.079 -0.011 0.053
H -4.293073 -0.015135 0.898889 0.011 0.021 0.017
H -2.967699 -0.815860 -1.725360 0.044 -0.039 0.002
H -4.166845 -1.715557 -0.770656 -0.007 -0.006 -0.059
H -2.061590 -3.020962 -1.444306 -0.019 0.041 0.006
H -2.578809 -3.653445 0.133291 -0.023 -0.020 -0.042
H -0.127385 -4.103217 -0.332470 0.073 0.013 0.020
H -0.389112 -3.095103 1.110598 0.086 -0.068 -0.029
Br 7.068674 -0.247574 0.333355 -0.199 -0.008 0.011
C 5.164430 -0.225389 0.391498 0.155 0.040 -0.042
C 4.466744 0.650632 -0.419661 0.074 0.078 -0.083
C 3.076777 0.655484 -0.363130 0.079 -0.069 0.080
C 2.333315 -0.187638 0.475767 0.089 0.025 0.249
C 3.099293 -1.051135 1.272523 0.102 0.077 -0.090
C 4.490025 -1.081262 1.242592 0.009 -0.143 0.136
H 5.001372 1.318731 -1.083791 0.006 -0.020 0.015
H 2.566536 1.359599 -1.020668 0.006 0.019 -0.005
H 2.604721 -1.739525 1.954713 0.032 -0.020 0.003
H 5.042918 -1.765625 1.874226 0.011 0.028 -0.014
```
Forces are in eV/Å.

Calculated values
- LUMO energy: -2.048 eV
- Total charge: +1
- Largest force on an atom: 0.7 eV Å⁻¹
- Gap between HOMO and LUMO: 8.29 eV

Mulliken population analysis, charges in e, atoms 1 to 2:
1. Mg 1.696
2. C -0.772


Record 3
Molecular formula: C5H16N2O
Method: DFT, the ωB97M-V functional and the def2-TZVPD basis

```
24
Properties=species:S:1:pos:R:3:forces:R:3
C -0.101143 -2.271693 1.694074 -0.698 0.350 0.453
C -0.139818 -0.730942 1.534923 1.002 -1.263 0.519
N 0.153937 -0.321627 0.153650 -0.544 -0.075 1.329
C 0.795252 0.992271 0.066510 0.753 -0.660 -1.115
C 2.309585 0.945268 0.385682 0.311 -0.587 0.174
C 0.671835 1.492446 -1.396425 -1.412 1.128 -0.028
N -0.481074 1.150279 -2.235078 0.967 -0.029 -0.439
H 0.819816 -2.614102 1.228933 -0.024 -0.349 -0.077
H -0.971770 -2.846738 1.373093 0.100 0.276 -0.626
H -0.051449 -2.507085 2.760442 0.251 0.103 -0.004
H -1.056665 -0.292899 1.926354 -0.108 0.081 -0.127
H 0.673492 -0.492115 2.239356 -0.091 0.797 -0.194
H 0.760432 -1.053200 -0.209055 -0.026 0.363 -0.325
H 0.327490 1.697883 0.749444 -0.454 -0.150 -0.036
H 2.641093 1.270523 1.370944 -0.381 0.138 0.138
H 2.613370 -0.105877 0.318928 0.127 0.078 -0.079
H 2.927977 1.481689 -0.335175 -0.203 0.161 -0.049
H 0.624543 2.590652 -1.300669 0.700 -0.192 -0.235
H 1.507185 1.181102 -2.008846 0.546 0.174 0.206
H -0.261882 0.338743 -2.794567 -0.377 -0.115 0.183
H -1.363422 1.033033 -1.792942 -0.427 -0.200 0.564
O -2.864231 -0.938063 -0.266613 -0.301 0.153 0.031
H -3.371720 -0.166313 -0.554736 0.247 -0.233 0.181
H -2.035743 -0.605936 0.110065 0.042 0.052 -0.445
```
Forces are in eV/Å.

Calculated values
- LUMO energy: 0.973 eV
- Structure (SMILES): CCN[C@@H](C)CN.O
- Largest force on an atom: 1.8 eV Å⁻¹
- Gap between HOMO and LUMO: 9.89 eV
- ΔE to the lowest compared entry with this formula, charge and spin: 1.040 eV

Mulliken population analysis, charges in e, atoms 1 to 2:
1. C -1.225
2. C -0.495


Record 4
Molecular formula: C30H31CaClFN3O5PS3
Method: DFT, the ωB97M-V functional and the def2-TZVPD basis

```
76
Properties=species:S:1:pos:R:3:forces:R:3
C -5.644388 5.094458 -3.974095 5.887 -7.327 -3.147
C -4.699404 4.074644 -4.299509 -5.717 6.677 2.011
C -3.389011 3.070033 -4.568021 -1.161 1.231 1.664
C -2.519578 3.050224 -3.140406 1.684 -0.119 2.722
C -2.598955 1.790922 -2.080865 1.815 2.912 0.232
C -1.784577 1.754256 -0.618632 0.311 3.848 -3.690
C -0.876243 3.071928 -0.289143 -2.487 -1.043 -3.270
C -0.773860 4.352034 -1.361546 -1.612 -1.849 -1.114
C -1.576084 4.378704 -2.790373 -0.539 -3.285 2.242
O -1.588211 5.463318 -3.780733 1.595 -2.573 2.364
C -0.240112 5.862270 -4.206615 0.337 1.559 -1.186
C 0.478616 4.848739 -5.283132 1.361 0.730 0.520
O -0.414492 4.307913 -6.318508 1.436 -1.234 1.690
C 0.060673 3.011693 -6.842230 -0.256 -1.042 -1.243
C -1.225369 1.989973 -7.135645 0.332 0.806 1.278
S 0.045836 3.189840 1.336906 -1.063 -2.323 -0.739
C -0.074895 1.464486 2.055596 -0.323 -2.439 0.597
C 0.870338 1.132591 3.369296 -2.143 -3.449 -0.746
C 0.825313 -0.363089 4.063238 -1.967 2.096 -3.046
P 1.869269 -0.793617 5.650912 -1.210 -0.196 0.212
O 0.662374 -0.715248 6.951628 0.110 1.211 -3.119
Cl 3.287477 0.723357 6.085174 -1.481 -0.674 -0.572
C -0.144633 -1.549187 3.393314 0.075 3.377 -1.318
C -0.123904 -3.027310 4.111630 0.274 0.741 -0.684
C 1.303827 -3.827483 4.006133 0.335 -0.022 0.022
C 1.307991 -5.107664 2.978247 -0.437 -0.282 1.883
S 2.958675 -5.247734 2.069259 0.251 0.707 0.007
C 4.407583 -4.970585 3.230014 1.941 0.268 2.902
S 4.883720 -6.108022 4.448786 -1.414 2.599 -2.737
N 5.262323 -3.701281 3.104153 1.237 2.736 -1.725
C 5.536640 -2.933025 1.816529 2.385 3.141 1.360
C 6.516007 -1.653271 2.192448 -2.696 -4.467 2.274
N 6.792393 -1.662881 3.681559 -4.745 -6.236 -2.757
C 6.029679 -2.919556 4.146481 1.298 2.015 -1.038
C -1.063324 -1.152400 2.082141 0.983 0.984 1.397
C -2.012395 -2.381387 1.457684 1.221 0.655 -0.471
C -1.075197 -3.174456 0.330180 -1.276 0.469 -1.180
C -1.572386 -4.718080 0.042608 -0.048 0.526 -0.533
F 0.380640 -3.055694 0.613008 -2.743 -0.737 -0.176
C -1.082454 0.368389 1.383214 2.371 -1.506 3.329
N -2.022575 0.541304 0.228459 1.246 2.354 2.102
C -3.403039 0.780936 0.874827 -7.229 1.451 4.218
O -4.489302 0.176928 0.380821 6.438 2.491 1.676
O -3.506404 1.671701 2.073634 1.950 -4.782 -6.485
H -6.631657 5.750461 -4.052566 2.764 -1.862 0.304
H -3.805676 1.990874 -4.836884 0.987 2.458 0.628
H -2.788385 3.573962 -5.440205 -1.030 -1.119 1.921
H -3.284242 0.879323 -2.388095 1.577 2.071 0.921
H -0.091208 5.286045 -1.064924 -1.703 -2.406 -0.641
H 0.422283 6.113963 -3.262216 -1.050 -0.887 -2.056
H -0.372007 6.901066 -4.780203 -0.072 -2.311 1.363
H 1.064354 4.042061 -4.663490 -1.380 1.077 -1.352
H 1.311241 5.496710 -5.836278 -1.631 -1.219 1.262
H 0.763183 2.423033 -6.105337 -1.193 1.525 -1.321
H 0.621282 3.224292 -7.866513 -1.006 -0.476 2.189
H -1.416142 1.433250 -6.096805 0.328 0.919 -2.476
H -0.991829 1.244673 -8.015116 -0.520 1.539 1.891
H -2.177201 2.640740 -7.330996 1.853 -1.320 0.002
H 1.581901 1.929653 3.887495 -1.803 -1.758 -1.468
H -0.036170 -0.100161 6.555223 0.980 -0.883 1.096
H -0.963999 -3.761259 3.758171 1.140 1.474 0.315
H -0.320647 -2.839007 5.273748 -0.006 0.813 -1.773
H 1.508599 -4.281385 5.091295 0.914 0.727 -1.848
H 2.225582 -3.092837 3.816096 -2.234 -1.586 0.500
H 1.188287 -6.139835 3.565659 0.131 2.161 -0.978
H 0.374989 -5.024865 2.275964 2.353 -0.016 0.695
H 5.150535 -3.210801 0.727278 0.778 0.418 2.970
H 6.993102 -0.823393 1.516891 -1.233 -2.031 1.359
H 6.033771 -3.296974 5.275793 -0.039 0.977 -2.930
H -2.943044 -1.971145 0.863623 1.891 -0.500 1.300
H -2.433690 -3.092471 2.291289 1.028 1.360 -1.461
H -1.261601 -2.583514 -0.689875 0.742 -1.202 2.349
H -1.207969 -5.036852 -1.047367 -0.610 0.527 2.631
H -1.241108 -5.495480 0.860785 -0.558 1.528 -1.639
H -2.756245 -4.711438 -0.004257 2.472 0.103 0.214
Ca -0.094865 -4.577360 6.253391 -0.195 -0.102 0.305
```
Forces are in eV/Å.

Calculated values
- LUMO energy: -7.044 eV
- Total charge: +1
- Largest force on an atom: 9.9 eV Å⁻¹
- Gap between HOMO and LUMO: 1.85 eV

Mulliken population analysis, charges in e, atoms 1 to 2:
1. C -0.618
2. C -0.106